C7H10BrF6N2O8S2V | ωB97M-V/def2-TZVPD

Structure (XYZ):
```
37
C7H10BrF6N2O8S2V (ωB97M-V/def2-TZVPD)
O -1.0214 3.1925 -0.0681
V -0.1185 1.8639 -0.0327
C -0.6633 0.9358 3.9701
C -0.6333 1.2358 2.5304
O 0.1737 2.0124 2.1836
O -1.3995 0.8226 1.6294
H -0.6996 1.8359 4.5839
H 0.2375 0.4552 4.3519
H -1.5828 0.4465 4.2914
C 0.5139 0.5514 -3.9660
F 0.1461 -0.1712 -5.0290
F 0.9905 -0.3956 -3.1438
F 1.5666 1.3678 -4.3667
S -0.9031 1.6812 -3.2094
O -0.3679 3.0593 -3.1455
O -2.0369 1.5244 -4.0772
N -1.0465 0.9698 -1.6166
S -1.7942 -0.3544 -1.7712
O -1.8450 -0.9545 -3.0868
O -1.3989 -1.2925 -0.7363
C -3.6160 0.1712 -1.3172
F -3.7096 1.5000 -1.2937
F -4.3988 -0.2186 -2.2687
F -3.9257 -0.3152 -0.1504
Br 2.2109 2.9805 -1.2120
C 2.1046 -0.6947 0.5303
O 1.1201 0.0227 0.1633
N 2.0697 -1.7860 1.3068
C 3.3647 -2.3836 1.8184
C 0.8640 -2.4474 1.7254
H 3.0827 -0.2323 0.3262
H 3.4700 -3.2881 1.2194
H 3.2331 -2.5450 2.8883
H 4.2989 -1.8709 1.5890
H 0.9847 -3.4296 1.2684
H 0.7760 -2.2454 2.7929
H -0.0465 -2.0039 1.3223
```

Properties
**HOMO level (alpha / beta)**: -10.238 / -10.303 eV
**Expectation value of S²**: 2.045
**Multiplicity**: 3
**Calculated total energy**: -5897.682543 a.u.
**Net charge**: 0
**E_LUMO (alpha / beta)**: -0.9 / -5.0 eV
**Orbital gap (alpha / beta)**: 0.342 / 0.196 Eh